(1)
Below is a single C13H18O4S molecule, with properties calculated with ωB97M-V/def2-TZVPD.

Geometry as ORCA input:
```
! wB97M-V def2-TZVPD RIJCOSX def2/J DEFGRID3
* xyz 0 1
C 0.004 3.323 -0.040
C 0.419 2.696 -1.386
C 1.328 1.472 -1.265
O 0.639 0.296 -1.672
C 1.001 -0.908 -1.031
C 2.512 -1.119 -1.048
O 2.887 -2.170 -0.143
S 3.228 -1.691 1.406
O 2.519 -2.659 2.202
O 2.383 -0.299 1.500
C 0.944 -0.375 1.499
C 0.362 -1.173 0.347
C -1.141 -1.056 0.357
C -1.833 0.114 0.049
C -3.223 0.153 0.114
C -3.959 -0.969 0.490
C -3.284 -2.137 0.819
C -1.894 -2.174 0.754
H 0.145 4.398 -0.062
H -1.029 3.111 0.216
H 0.615 2.956 0.781
H -0.461 2.424 -1.962
H 0.942 3.456 -1.957
H 1.712 1.407 -0.250
H 2.193 1.617 -1.916
H 0.580 -1.695 -1.655
H 2.813 -1.434 -2.041
H 3.089 -0.230 -0.806
H 0.590 0.652 1.445
H 0.594 -0.773 2.446
H 0.575 -2.222 0.533
H -1.302 1.000 -0.250
H -3.736 1.068 -0.140
H -5.035 -0.946 0.539
H -3.806 -3.029 1.123
H -1.370 -3.084 1.005
*
```

Calculated values
**F_max**: 0.7 eV/Å
**DFT total energy**: -32796.851 eV
**LUMO**: 0.028 Eh
**Kohn-Sham gap**: 10.0469 eV
**ΔE to the lowest compared entry with this formula, charge and spin**: 55.4 kcal/mol

These are the natural (NBO) partial charges, in e, on atoms 1 to 4:
1. C -0.61
2. C -0.44
3. C -0.07
4. O -0.53

(2)
Below is a single C3H8N2OS molecule in a non-equilibrium geometry, with properties calculated with ωB97M-V/def2-TZVPD.

Geometry as ORCA input:
```
! wB97M-V def2-TZVPD RIJCOSX def2/J DEFGRID3
* xyz 0 1
C -1.886 1.303 0.166
N -0.837 0.232 -0.127
S -1.498 -1.495 -0.293
C 0.417 0.592 -0.409
O 0.792 1.755 -0.106
C 1.445 -0.458 -0.703
N 1.520 -1.218 0.609
H -2.405 1.741 -0.929
H -1.309 2.300 0.619
H -2.569 0.832 1.062
H -1.237 -1.884 0.890
H 1.222 -1.193 -1.401
H 2.285 0.217 -0.919
H 1.961 -0.680 1.275
H 2.099 -2.045 0.266
*
```

Calculated values
**F_max**: 4.9 eV/Å
**DFT total energy**: -19101.130 eV
**LUMO**: 0.017 Eh
**Kohn-Sham gap**: 9.7202 eV
**ΔE to the lowest compared entry with this formula, charge and spin**: 77.8 kcal/mol

These are the natural (NBO) partial charges, in e, on atoms 1 to 4:
1. C -0.47
2. N -0.54
3. S 0.17
4. C 0.64

(3)
Below is a molecular structure, C7H11I2IrN2OS in a non-equilibrium geometry, with properties calculated with ωB97M-V/def2-TZVPD.

Geometry as ORCA input:
```
! wB97M-V def2-TZVPD RIJCOSX def2/J DEFGRID3
* xyz -2 5
C 1.142 4.139 1.933
I -0.103 2.220 2.897
H 0.762 4.850 2.675
H 0.858 4.451 0.927
H 2.195 3.938 2.137
C -1.824 1.870 -2.939
C -0.926 1.709 -0.884
N -0.793 1.342 -2.180
H -3.483 3.172 -2.291
I -0.513 -1.490 0.192
N -2.039 2.490 -0.836
H -1.914 1.683 -3.991
Ir 0.210 1.111 0.637
C 1.677 2.220 0.290
O 2.653 2.769 -0.054
C -2.592 2.598 -2.102
C -2.627 3.119 0.327
H -3.667 2.792 0.431
H -2.605 4.209 0.208
H -2.069 2.845 1.228
C 0.221 0.462 -2.733
H 0.526 0.861 -3.707
H -0.185 -0.547 -2.887
H 1.094 0.408 -2.074
S 0.516 -0.549 2.253
*
```

Calculated values
**F_max**: 3.3 eV/Å
**DFT total energy**: -42336.506 eV
**LUMO (alpha / beta)**: 0.166 / 0.160 Eh
**Kohn-Sham gap (alpha / beta)**: 1.8809 / 5.5384 eV

These are the natural (NBO) partial charges, in e, on atoms 1 to 4:
1. C -0.88
2. I -0.17
3. H 0.16
4. H 0.17

Q: DFT total energy of number 2 (C3H8N2OS)?
A: -19101.130 eV

Q: Which formula does entry 2 have?
A: C3H8N2OS

Q: What is the DFT total energy in the third record?
A: -42336.506 eV

Q: Look up the F_max of the first one.
A: 0.7 eV/Å